Density functional theory data (ωB97M-V/def2-TZVPD) for a structure of composition C45H39N3O2P2PdS.

**LUMO (spin up / spin down)**: -9.63 / -12.58 eV
**HOMO (spin up / spin down)**: -17.71 / -18.54 eV
**Spin multiplicity**: 5
**Orbital gap (spin up / spin down)**: 8.078 / 5.960 eV
**Total charge**: +4
**Relative energy (zero: lowest compared OMol25 entry of this formula, charge and spin)**: 0.0000 eV

Each line ends with the Löwdin charge.
CARTESIAN COORDINATES (ANGSTROEM)
Pd: 1.380 1.303 0.170  1.019
S: -1.341 -0.083 1.178  1.065
P: -2.604 2.485 -0.559  1.204
P: 0.983 -2.304 -0.155  1.209
O: -0.403 0.069 -0.051  -0.666
O: 1.250 0.835 2.287  -0.123
N: 3.009 1.449 3.565  0.127
N: 2.119 4.451 -0.287  0.240
N: 3.566 1.084 0.377  -0.006
C: 4.296 1.467 1.437  -0.236
C: -5.710 -0.062 -0.204  -0.002
C: -0.746 -4.250 2.929  -0.002
C: -5.178 6.168 -0.105  0.017
C: 5.136 -3.831 0.886  -0.014
C: -5.143 -1.237 0.244  -0.001
C: -0.322 2.602 -3.910  -0.053
C: -3.561 1.051 -0.024  -0.342
C: 5.644 1.157 1.513  0.028
C: 5.493 0.088 -0.617  -0.008
C: -2.014 2.238 -2.232  -0.380
C: -3.798 -1.275 0.605  -0.046
C: -1.342 -4.311 -2.776  -0.031
C: 6.253 0.456 0.483  0.013
C: 3.630 2.271 2.533  -0.080
C: 4.429 -3.039 1.790  -0.045
C: -0.100 -2.604 1.261  -0.324
C: -1.711 -3.385 3.421  -0.004
C: 4.154 0.424 -0.630  -0.112
C: -1.886 -2.138 2.838  -0.086
C: 0.959 -2.740 -2.860  -0.097
C: 4.586 -4.156 -0.349  -0.025
C: -0.662 -4.115 -3.973  -0.012
C: -4.257 4.161 0.831  -0.069
C: -0.877 -3.728 -1.610  -0.057
C: 1.838 3.349 -0.148  -0.070
C: 2.605 -2.910 0.219  -0.366
C: 0.295 -2.962 -1.644  -0.358
C: -3.582 3.927 -0.391  -0.367
C: -2.804 1.567 -3.169  -0.051
C: -3.014 -0.138 0.508  -0.341
C: -5.060 5.270 0.960  -0.023
C: -4.917 1.071 -0.352  -0.056
C: 3.329 -3.691 -0.695  -0.049
C: 0.482 -3.323 -4.018  -0.035
C: -2.351 1.429 -4.472  -0.029
C: -1.114 1.942 -4.842  -0.027
C: -0.771 2.750 -2.608  -0.121
C: 0.058 -3.855 1.871  -0.048
C: -3.682 4.855 -1.451  -0.044
C: 1.260 0.099 4.556  0.053
C: -1.110 -1.761 1.748  -0.395
C: 3.174 -2.571 1.459  -0.096
C: 1.854 0.825 3.389  -0.461
C: -4.496 5.956 -1.306  -0.019
H: 5.130 -4.794 -1.033  0.130
H: 2.374 5.417 -0.438  0.148
H: 1.849 -2.121 -2.897  0.108
H: -4.619 6.651 -2.125  0.131
H: -2.611 -1.453 3.262  0.135
H: -2.229 -4.929 -2.752  0.126
H: 0.998 -3.168 -4.956  0.126
H: -3.385 -2.207 0.957  0.107
H: 0.817 -4.535 1.504  0.129
H: -5.359 1.978 -0.744  0.125
H: -4.162 3.459 1.650  0.118
H: 7.308 0.219 0.531  0.139
H: 5.927 -0.432 -1.459  0.132
H: -6.760 -0.021 -0.461  0.137
H: -1.408 -3.887 -0.681  0.106
H: 3.442 1.406 4.477  0.176
H: 4.859 -2.812 2.757  0.122
H: -3.159 4.680 -2.382  0.115
H: -5.805 7.043 0.004  0.135
H: 2.608 -1.979 2.169  0.100
H: 0.825 0.825 5.246  0.118
H: -0.168 3.306 -1.896  0.064
H: 0.632 3.016 -4.207  0.118
H: 2.867 2.927 2.119  0.094
H: 2.019 -0.462 5.102  0.109
H: -5.740 -2.135 0.327  0.136
H: -5.599 5.450 1.880  0.130
H: 2.894 -3.976 -1.644  0.108
H: -0.611 -5.228 3.370  0.136
H: 4.373 2.901 3.016  0.148
H: -2.328 -3.673 4.263  0.137
H: -2.970 0.925 -5.203  0.127
H: 0.478 -0.574 4.214  0.081
H: -0.771 1.835 -5.863  0.127
H: 6.218 1.485 2.370  0.139
H: 6.114 -4.209 1.154  0.130
H: 3.527 0.166 -1.476  0.113
H: -3.770 1.162 -2.897  0.113
H: -1.028 -4.579 -4.880  0.131



Density functional theory data (ωB97M-V/def2-TZVPD) for a structure of composition C45H40Cl5N7O2RuS.

**LUMO (spin up / spin down)**: 2.18 / 2.17 eV
**HOMO (spin up / spin down)**: -5.04 / -4.96 eV
**Spin multiplicity**: 2
**Orbital gap (spin up / spin down)**: 7.214 / 7.135 eV
**Total charge**: -1
**Relative energy (zero: lowest compared OMol25 entry of this formula, charge and spin)**: 0.7603 eV

Each line ends with the Löwdin charge.
CARTESIAN COORDINATES (ANGSTROEM)
Ru: -0.183 -0.495 0.175  1.258
Cl: 0.149 -1.736 -2.736  0.814
Cl: -2.777 -6.202 -2.242  0.661
Cl: -4.183 -5.001 0.253  0.675
Cl: -0.689 -4.481 -3.805  0.661
Cl: -3.489 -2.221 1.256  0.799
S: -3.937 0.987 2.217  0.982
O: 1.015 -2.459 3.978  0.022
O: 3.535 1.843 -0.415  0.025
N: -1.806 0.713 -1.117  0.066
N: 0.221 -2.237 1.806  0.092
N: 0.482 3.311 -1.437  0.076
N: 1.399 0.013 1.611  0.048
N: 1.902 0.277 -0.902  0.025
N: -0.517 4.952 -0.103  -0.046
N: -0.142 2.748 0.699  0.096
C: -2.860 1.777 -2.983  -0.068
C: -2.699 0.700 1.037  -0.611
C: -1.067 -6.241 1.414  -0.109
C: -2.898 0.434 3.458  -0.416
C: 2.568 1.137 -0.114  -0.553
C: -0.150 -5.688 0.536  -0.070
C: -1.414 -3.868 -2.361  -0.715
C: -2.839 1.062 -0.341  -0.299
C: 2.519 -0.049 -3.295  -0.284
C: 4.338 -1.998 -2.524  -0.057
C: 1.815 0.301 3.914  0.000
C: -0.250 -3.575 1.721  -0.195
C: 3.238 -0.768 -4.249  -0.077
C: 2.461 1.497 3.645  -0.044
C: -2.359 -4.624 -1.685  -0.724
C: -1.576 -5.459 2.436  -0.082
C: 1.310 -0.419 2.849  -0.225
C: 0.276 -4.373 0.686  -0.203
C: 1.355 -3.836 -0.220  -0.048
C: 3.951 -1.512 -0.090  -0.036
C: 2.688 -0.330 -1.932  -0.261
C: 1.585 1.040 -3.737  -0.069
C: 0.789 -1.823 2.941  -0.511
C: -0.551 5.930 -1.180  -0.175
C: -2.558 -2.836 -0.074  -0.626
C: -1.524 -2.083 -0.655  -0.210
C: -1.681 0.064 2.985  -0.225
C: -0.071 3.647 -0.217  -0.364
C: -1.087 5.392 1.156  -0.173
C: 3.655 -1.279 -1.549  -0.203
C: -1.557 0.191 1.565  -0.301
C: 0.988 4.366 -2.287  -0.189
C: 2.678 1.865 2.325  -0.003
C: -1.789 -3.344 3.739  -0.072
C: -1.034 -2.635 -1.844  -0.681
C: -0.455 4.622 2.295  -0.162
C: -3.937 1.759 -0.858  -0.024
C: -0.654 3.141 2.006  -0.221
C: -2.959 -4.088 -0.556  -0.700
C: -3.949 2.114 -2.190  -0.070
C: -1.825 1.074 -2.403  -0.133
C: -1.198 -4.128 2.601  -0.221
C: 4.129 -1.757 -3.875  -0.102
C: 2.124 1.085 1.327  -0.211
C: -0.158 5.333 -2.516  -0.166
H: 2.850 2.105 4.455  0.105
H: 0.258 -6.285 -0.274  0.110
H: 3.305 2.703 2.047  0.119
H: -1.560 6.353 -1.241  0.118
H: -1.086 -3.319 4.574  0.078
H: 0.116 6.125 -3.215  0.110
H: 4.452 -0.636 0.338  0.088
H: -2.174 5.235 1.163  0.126
H: 1.442 -4.438 -1.126  0.083
H: 3.034 -1.665 0.478  0.053
H: 1.206 0.850 -4.744  0.084
H: 0.126 6.757 -0.929  0.118
H: -1.722 2.911 2.093  0.094
H: -1.382 -7.273 1.305  0.098
H: 5.052 -2.756 -2.215  0.103
H: -2.299 -5.882 3.126  0.105
H: 4.660 -2.331 -4.627  0.092
H: -2.729 -3.796 4.066  0.077
H: 4.602 -2.379 0.042  0.078
H: -0.909 6.466 1.250  0.115
H: -4.762 2.004 -0.201  0.091
H: 1.841 4.894 -1.838  0.127
H: 1.008 2.447 -1.389  0.080
H: -0.921 4.897 3.244  0.111
H: 0.615 4.848 2.345  0.116
H: -0.137 2.535 2.754  0.097
H: -1.980 -2.319 3.443  0.017
H: 1.171 -2.802 -0.494  0.014
H: -0.992 4.769 -2.940  0.112
H: -0.898 -0.266 3.649  0.090
H: -0.988 0.749 -3.002  0.056
H: 2.115 1.997 -3.743  0.077
H: -2.823 2.036 -4.033  0.101
H: 2.316 -3.855 0.303  0.086
H: -3.251 0.433 4.480  0.068
H: 1.321 3.928 -3.223  0.099
H: 3.092 -0.539 -5.302  0.103
H: 1.726 -0.108 4.913  0.120
H: -4.794 2.646 -2.615  0.104
H: 0.749 1.129 -3.052  0.011



Density functional theory data (ωB97M-V/def2-TZVPD) for a structure of composition C45H40IrN3O2P2.

**LUMO (spin up / spin down)**: -3.03 / -3.11 eV
**HOMO (spin up / spin down)**: -9.15 / -9.54 eV
**Spin multiplicity**: 2
**Orbital gap (spin up / spin down)**: 6.121 / 6.434 eV
**Total charge**: +1

Each line ends with the Löwdin charge.
CARTESIAN COORDINATES (ANGSTROEM)
Ir: 0.967 0.838 -0.610  1.317
P: -1.249 -1.733 -1.189  0.762
P: -0.658 -1.097 1.688  0.757
O: -0.287 -0.693 -1.694  -0.420
O: -0.080 0.185 1.157  -0.455
N: 2.840 0.796 -2.737  0.125
N: 1.461 2.520 0.125  -0.049
N: 1.763 1.319 -2.387  -0.122
C: 0.336 -1.746 3.033  -0.293
C: 3.487 3.395 1.099  -0.195
C: 1.327 -3.525 4.309  -0.064
C: -2.398 -3.406 -3.096  -0.062
C: 1.872 5.235 2.479  -0.053
C: 0.525 -3.108 3.257  -0.082
C: 0.980 3.257 -5.455  -0.065
C: -5.404 0.071 -0.690  -0.059
C: -4.831 -0.345 3.353  -0.061
C: 3.324 -0.106 -1.818  -0.305
C: 1.251 4.338 1.643  -0.208
C: 4.997 -1.656 -1.083  -0.076
C: 1.931 -2.589 5.137  -0.058
C: -5.200 -1.255 -0.320  -0.062
C: -4.354 0.828 -1.188  -0.056
C: -0.151 -5.046 -3.217  -0.061
C: -3.948 -1.828 -0.454  -0.085
C: 2.570 -0.345 -0.660  -0.253
C: 4.546 -0.751 -2.021  -0.007
C: 4.047 4.321 1.949  -0.052
C: -2.879 0.439 2.190  -0.064
C: -0.775 3.574 -3.850  -0.070
C: -2.322 -0.831 2.292  -0.284
C: 4.314 2.378 0.379  -0.037
C: -0.237 4.304 1.471  -0.051
C: -2.363 -4.474 -3.981  -0.061
C: -3.096 0.260 -1.323  -0.062
C: -4.272 -1.614 3.455  -0.065
C: 2.048 3.379 0.917  -0.307
C: -4.139 0.678 2.721  -0.059
C: 1.740 -1.231 4.917  -0.055
C: 3.022 -1.275 0.264  -0.104
C: -1.245 -5.293 -4.038  -0.058
C: -3.016 -1.859 2.928  -0.076
C: -0.103 2.756 -2.958  -0.047
C: -0.679 -2.388 0.418  -0.280
C: 0.943 -0.807 3.867  -0.061
C: -1.307 -3.161 -2.266  -0.273
C: 3.258 5.242 2.638  -0.058
C: 1.660 2.446 -4.568  -0.011
C: -2.892 -1.068 -0.957  -0.303
C: 4.227 -1.934 0.047  -0.066
C: -0.177 -3.979 -2.336  -0.070
C: -0.243 3.816 -5.107  -0.070
C: 1.109 2.177 -3.315  -0.227
H: -0.626 3.321 1.746  0.062
H: -1.222 -6.127 -4.727  0.113
H: -0.774 4.447 -5.807  0.109
H: 2.211 -0.503 5.564  0.114
H: -6.023 -1.843 0.065  0.114
H: 4.575 -2.664 0.767  0.108
H: -0.508 2.569 -1.971  0.066
H: -1.710 4.037 -3.562  0.107
H: 2.613 2.007 -4.820  0.109
H: -2.322 1.227 1.700  0.103
H: -0.716 5.061 2.090  0.078
H: 0.722 -5.682 -3.265  0.112
H: -1.273 -3.249 0.730  0.085
H: -0.506 4.476 0.427  0.077
H: -6.389 0.508 -0.595  0.113
H: 3.987 1.371 0.642  0.067
H: -3.208 -4.666 -4.627  0.112
H: 5.953 -2.145 -1.217  0.107
H: 1.407 3.465 -6.427  0.111
H: 1.272 5.956 3.022  0.111
H: 3.720 5.959 3.303  0.106
H: -4.810 -2.406 3.958  0.112
H: 4.189 2.475 -0.702  0.081
H: 2.464 -1.465 1.175  0.085
H: 5.113 -0.520 -2.914  0.119
H: 5.369 2.487 0.627  0.084
H: 5.122 4.335 2.082  0.112
H: 0.683 -3.778 -1.707  0.107
H: -3.272 -2.769 -3.046  0.108
H: -4.518 1.857 -1.481  0.112
H: -5.808 -0.154 3.777  0.112
H: -2.268 0.831 -1.725  0.091
H: -2.571 -2.844 3.021  0.110
H: 0.793 0.249 3.678  0.115
H: 0.056 -3.847 2.619  0.102
H: 2.557 -2.920 5.955  0.113
H: 0.362 -2.688 0.270  0.069
H: -4.573 1.667 2.653  0.114
H: 1.480 -4.582 4.481  0.111
H: -3.794 -2.865 -0.176  0.119



Density functional theory data (ωB97M-V/def2-TZVPD) for a structure of composition C45H42BrFGeN4O3TeTi.

**LUMO (spin up / spin down)**: -0.44 / -0.37 eV
**HOMO (spin up / spin down)**: -6.22 / -6.15 eV
**Spin multiplicity**: 1
**Orbital gap (spin up / spin down)**: 5.783 / 5.783 eV
**Relative energy (zero: lowest compared OMol25 entry of this formula, charge and spin)**: 1.0558 eV

Each line ends with the Löwdin charge.
CARTESIAN COORDINATES (ANGSTROEM)
Te: 1.742 1.856 0.076  1.048
Br: -0.884 0.706 -6.907  0.805
Ge: -1.060 2.417 -0.751  0.744
Ti: 0.139 -0.359 -0.485  0.703
F: -1.466 -0.430 0.303  -0.384
O: 3.090 0.178 2.376  -0.170
O: 2.594 -5.000 -1.703  -0.100
O: 4.892 -3.659 3.522  -0.083
N: 1.222 -1.307 1.110  0.028
N: 0.058 0.087 -2.426  -0.144
N: 2.671 -2.887 2.085  0.176
N: 2.262 -2.954 -0.162  0.137
C: -0.878 -2.841 -2.085  -0.123
C: -0.748 -3.995 -2.828  -0.080
C: 2.393 -6.598 2.033  -0.077
C: -1.982 3.299 -3.448  -0.124
C: -0.272 -0.921 3.029  -0.015
C: -1.831 3.816 -4.732  -0.105
C: 0.435 -4.739 -2.776  -0.025
C: 5.580 -2.843 2.559  -0.043
C: -0.500 0.461 -5.092  -0.681
C: -0.900 3.218 -2.560  -0.345
C: 0.792 0.506 -4.646  -0.070
C: 2.952 -4.264 2.254  -0.162
C: -5.698 1.960 0.455  -0.104
C: -3.439 2.686 0.886  -0.132
C: 4.070 -4.614 3.008  -0.258
C: 0.495 4.215 -4.292  -0.095
C: 1.916 0.072 3.028  -0.311
C: 0.142 -2.352 -1.240  -0.126
C: 3.701 1.186 -0.493  -0.579
C: -3.002 2.199 -0.354  -0.345
C: 0.384 0.538 4.816  -0.074
C: -5.290 1.458 -0.774  -0.095
C: 6.325 0.380 -1.113  -0.106
C: 2.116 -5.265 1.770  -0.011
C: 4.751 2.110 -0.505  -0.171
C: 3.979 1.206 2.796  -0.086
C: 2.841 -6.141 -2.516  -0.064
C: 4.327 -5.943 3.300  0.002
C: 3.990 -0.138 -0.826  -0.160
C: 0.340 3.697 -3.007  -0.137
C: 0.954 -0.741 2.415  -0.234
C: 1.626 0.723 4.218  -0.008
C: 1.255 -3.171 -1.136  -0.183
C: -1.204 0.074 -2.871  -0.189
C: -0.562 -0.287 4.234  -0.075
C: 1.028 0.298 -3.292  -0.088
C: -3.957 1.571 -1.165  -0.137
C: 2.009 -2.350 1.031  -0.356
C: 3.495 -6.939 2.810  -0.078
C: 6.051 1.710 -0.807  -0.100
C: 5.286 -0.542 -1.132  -0.093
C: 1.427 -4.332 -1.912  -0.238
C: -0.587 4.264 -5.163  -0.110
C: -4.768 2.569 1.288  -0.095
C: -1.528 0.240 -4.193  -0.081
H: 1.729 -7.365 1.653  0.106
H: 4.547 3.153 -0.274  0.091
H: 2.111 -6.928 -2.321  0.096
H: 2.818 -5.881 -3.576  0.097
H: 4.825 1.170 2.114  0.087
H: 5.196 -6.174 3.907  0.124
H: 1.464 4.581 -4.612  0.099
H: -2.726 3.169 1.548  0.083
H: 3.832 -6.496 -2.254  0.093
H: 5.226 -1.821 2.613  0.074
H: 2.032 0.317 -2.892  0.112
H: 7.339 0.069 -1.341  0.096
H: -0.794 3.641 0.166  -0.039
H: 3.203 -0.872 -0.846  0.058
H: -0.467 4.658 -6.167  0.099
H: 6.855 2.440 -0.803  0.100
H: 3.498 2.184 2.717  0.083
H: -1.004 -1.544 2.541  0.114
H: -2.968 2.982 -3.126  0.083
H: 3.707 -7.979 3.036  0.105
H: -1.559 -4.333 -3.465  0.105
H: -6.009 0.981 -1.432  0.098
H: -1.816 -2.305 -2.149  0.090
H: 1.195 3.666 -2.343  0.047
H: 2.955 -3.686 -0.129  0.132
H: 0.551 -5.625 -3.388  0.103
H: -3.678 1.159 -2.130  0.072
H: 6.641 -2.872 2.792  0.092
H: -1.531 -0.423 4.697  0.105
H: -2.562 0.225 -4.509  0.121
H: 4.322 1.047 3.822  0.095
H: -6.735 1.875 0.760  0.096
H: 2.769 -2.307 2.900  0.148
H: -5.078 2.959 2.253  0.098
H: 5.426 -3.213 1.545  0.095
H: 5.482 -1.581 -1.382  0.099
H: -1.974 -0.079 -2.125  0.095
H: 2.354 1.375 4.680  0.106
H: 0.161 1.054 5.744  0.107
H: -2.687 3.868 -5.397  0.101
H: 1.616 0.700 -5.318  0.117
H: 1.222 -4.996 1.214  0.126